{"formula": "C5H7NO", "method": "ωB97M-V/def2-TZVPD", "elements": ["H", "N", "C", "C", "C", "O", "C", "C", "H", "H", "H", "H", "H", "H"], "coordinates": [[-2.677, 0.628, -1.990], [-1.830, 0.664, -1.424], [-1.640, -0.444, -0.830], [-0.499, -0.631, 0.101], [-0.352, 0.346, 1.227], [-0.770, 0.694, 2.293], [0.607, 0.469, 0.139], [2.053, 0.070, 0.340], [-2.308, -1.309, -0.930], [-0.193, -1.658, 0.297], [0.401, 1.269, -0.573], [2.486, -0.305, -0.593], [2.140, -0.715, 1.099], [2.644, 0.926, 0.678]], "forces_ev_per_angstrom": [[0.10, 0.02, 0.03], [-0.07, -0.36, 0.06], [0.01, 0.17, -0.01], [-0.10, -0.16, -0.02], [-0.08, 0.17, 0.38], [0.23, -0.21, -0.58], [0.04, 0.16, 0.06], [0.04, -0.04, 0.04], [0.05, 0.14, -0.01], [-0.04, 0.16, -0.01], [0.01, -0.09, 0.11], [-0.08, 0.06, 0.12], [-0.01, 0.10, -0.11], [-0.09, -0.12, -0.05]], "lumo_energy_ev": 0.9, "smiles": "[H]/N=C/[C@@H]1C(=O)[C@H]1C", "homo_lumo_gap_ev": 10.0756, "relative_energy_kcal_mol": 50.7, "homo_energy_ev": -9.16, "molar_mass_g_mol": 97.1, "energy_ha": -324.64369, "charge": 0}